A molecular structure, C40H80O10. Source: the Open Molecules 2025 dataset; level of theory: the ωB97M-V functional and the def2-TZVPD basis.

largest force on an atom = 8.04 eV Å⁻¹
Kohn-Sham gap = 8.67 eV
relative energy (zero: lowest compared OMol25 entry of this formula, charge and spin) = 655.4 kcal/mol

XYZ file:
```
130
C40H80O10 the ωB97M-V functional and the def2-TZVPD basis
C -0.91339 -2.18045 2.14501
C 0.48269 -2.53192 2.33740
C 0.56456 -3.80671 3.02138
O -0.73418 -3.80872 3.68445
C -1.46767 -2.65495 3.45760
H -1.30935 -2.80798 1.34656
H -1.21578 -1.14433 1.99297
H 0.99932 -1.73679 2.87495
H 1.06942 -2.58328 1.42022
H 1.41558 -3.72024 3.69695
H 0.70653 -4.52326 2.21237
H -1.33296 -2.01444 4.32921
H -2.52381 -2.92410 3.44295
C -3.23555 1.39121 2.51809
C -3.32891 2.90247 2.67212
C -1.90468 3.46803 2.27696
O -1.09271 2.26044 2.10506
C -1.89004 1.18424 1.75044
H -4.06732 0.91147 2.00223
H -3.18338 0.78745 3.42410
H -3.54668 3.15667 3.70945
H -4.12111 3.29198 2.03274
H -1.54784 4.13686 3.06018
H -1.98297 4.12475 1.41054
H -1.48908 0.23836 2.11464
H -1.95496 1.26769 0.66558
C 3.16760 2.62984 -2.90030
C 2.50141 3.14002 -4.17951
C 2.14773 1.84122 -4.87147
O 1.97353 0.85826 -3.76476
C 2.39376 1.34895 -2.49801
H 3.04492 3.29963 -2.04916
H 4.23839 2.43217 -2.94970
H 3.26470 3.74880 -4.66414
H 1.60283 3.71218 -3.94867
H 3.11937 1.60458 -5.30509
H 1.44997 1.87233 -5.70829
H 2.96045 0.53147 -2.05228
H 1.46422 1.62907 -2.00243
C -2.94442 -0.92194 -0.29116
C -4.15586 -0.36319 -1.02089
C -5.28316 -0.50028 0.06024
O -4.72355 -0.96725 1.25165
C -3.60063 -1.79234 0.83589
H -2.27479 -0.15428 0.09665
H -2.31807 -1.55537 -0.91929
H -4.37206 -0.85932 -1.96704
H -3.99020 0.70327 -1.17359
H -6.04912 -1.24031 -0.17164
H -5.82016 0.43677 0.20744
H -3.88668 -2.77740 0.46719
H -2.95593 -2.01994 1.68480
C -0.78661 -3.93377 0.38135
C -0.29818 -4.98050 -0.57516
C -0.12159 -4.24776 -1.89616
O -1.28685 -3.32907 -1.84288
C -1.58641 -2.96181 -0.50078
H 0.00548 -3.38320 0.88887
H -1.47407 -4.46565 1.03909
H -1.05951 -5.74166 -0.74587
H 0.58861 -5.43857 -0.13713
H -0.07170 -4.99818 -2.68514
H 0.82532 -3.70871 -1.86641
H -2.62763 -2.89546 -0.18523
H -1.20405 -1.96258 -0.29231
C -0.04160 -1.73578 -4.23807
C 1.07945 -2.73166 -4.33945
C 2.09648 -2.09083 -3.40244
O 1.15725 -2.00527 -2.29127
C -0.09471 -1.42961 -2.76032
H -0.94927 -2.25600 -4.54405
H 0.05239 -0.86237 -4.88337
H 1.50734 -2.81856 -5.33818
H 0.69445 -3.66487 -3.92836
H 2.54149 -1.12837 -3.65490
H 2.98279 -2.69360 -3.20438
H -0.26106 -0.37148 -2.55832
H -0.87811 -1.97839 -2.23761
C -0.72751 2.33697 5.14022
C 0.31781 2.59837 6.32334
C 1.62108 2.99714 5.50962
O 1.44432 2.29930 4.30788
C 0.07715 2.13659 3.91883
H -1.31461 3.25241 5.06684
H -1.43938 1.52806 5.30461
H 0.44220 1.65789 6.86011
H -0.08885 3.35086 6.99898
H 2.58726 2.66967 5.89351
H 1.63100 4.05657 5.25351
H -0.11136 1.13202 3.54012
H -0.11335 2.96835 3.24061
C 4.99291 -0.54619 -1.36592
C 4.45863 0.24148 -0.19473
C 5.13426 1.61019 -0.29999
O 6.04582 1.47318 -1.39837
C 5.49929 0.54814 -2.28505
H 4.11245 -0.99767 -1.82315
H 5.75365 -1.25254 -1.03360
H 4.71482 -0.16134 0.78517
H 3.37791 0.35283 -0.28267
H 5.69188 1.86468 0.60134
H 4.44436 2.42877 -0.50508
H 6.31951 0.16624 -2.89291
H 4.75701 0.99114 -2.94903
C 0.36165 -0.70688 -0.17223
C -0.53718 0.21096 0.68790
C 0.32156 0.60440 1.90961
O 1.44884 0.98893 1.14088
C 1.67093 0.04867 0.03127
H 0.12616 -0.84534 -1.22744
H 0.34912 -1.69057 0.29712
H -1.44247 -0.34055 0.94166
H -0.79135 1.02644 0.01078
H 0.69410 -0.12713 2.62668
H 0.02246 1.51368 2.43099
H 2.55016 -0.51683 0.33993
H 1.93326 0.60836 -0.86652
C -2.29050 2.18036 -1.08328
C -1.69213 3.21064 -2.01903
C -0.48979 2.46993 -2.58951
O -1.04693 1.20338 -2.74747
C -1.90085 0.83116 -1.66905
H -3.34745 2.19892 -0.81756
H -1.86385 2.35536 -0.09563
H -1.52047 4.20425 -1.60506
H -2.36625 3.38964 -2.85666
H 0.44760 2.59871 -2.04838
H -0.26555 2.83621 -3.59134
H -1.35400 0.29251 -0.89516
H -2.78469 0.24415 -1.91874
```